# 1
Here is a molecular structure, C20H29FeN6O4 at a distorted geometry from OMol25. Energies are from ωB97M-V with the def2-TZVPD basis set.

Structure (XYZ):
```
60
Properties=species:S:1:pos:R:3:forces:R:3:mulliken_spin:R:1
Fe 0.13560 -1.14175 0.15138 1.53 0.01 1.09 0.9544
C 2.75925 -0.38047 -0.87555 0.28 0.11 -0.12 -0.0040
N 2.22484 -0.71037 0.45416 -0.16 -0.06 -0.16 -0.0193
C 3.00347 -1.81454 1.01998 0.51 -0.10 0.16 0.0019
C 2.18472 0.46705 1.29494 0.25 0.22 0.25 0.0259
C 3.13999 0.81159 2.23632 0.01 -0.11 -0.09 -0.0065
C 2.99242 1.98337 2.97185 -0.02 0.04 -0.01 0.0108
C 1.89607 2.80405 2.74268 0.03 -0.07 0.00 -0.0050
C 0.93387 2.45512 1.80584 -0.02 0.09 -0.02 0.0095
C 1.06337 1.27141 1.08107 0.02 -0.13 -0.30 0.0132
N 0.15184 0.76509 0.16519 -0.84 0.59 0.20 0.0265
C -0.46890 1.70310 -0.68811 0.09 0.09 -0.04 -0.0096
C 0.31080 2.66352 -1.33835 0.03 -0.01 -0.09 0.0157
C -0.22614 3.53610 -2.27116 0.05 0.02 0.02 -0.0097
C -1.57464 3.46351 -2.58002 -0.04 -0.07 0.05 0.0179
C -2.37669 2.54585 -1.91667 0.02 0.05 -0.08 -0.0116
C -1.85326 1.67801 -0.95854 -0.03 -0.16 0.10 0.0107
N -2.65680 0.76580 -0.24384 -0.07 0.17 -0.10 0.0033
C -2.82391 1.13403 1.15668 0.00 -0.06 0.05 0.0071
C -3.91939 0.38761 -0.84381 -0.03 -0.04 -0.05 -0.0001
H 3.80565 -0.06282 -0.80929 -0.04 -0.03 0.04 0.0012
H 2.17543 0.42683 -1.31585 0.04 0.01 0.04 0.0026
H 2.69927 -1.26862 -1.50682 0.04 0.01 0.05 0.0002
H 4.07892 -1.61337 0.96561 -0.04 0.14 0.03 -0.0012
H 2.77707 -2.72507 0.47299 0.15 0.15 0.14 0.0003
H 2.74436 -1.95860 2.06834 -0.05 -0.02 -0.02 -0.0005
H 4.00125 0.17698 2.39827 0.01 0.00 0.02 -0.0003
H 3.73305 2.25082 3.71299 0.00 0.00 0.00 0.0008
H 1.77822 3.71923 3.30837 0.00 0.00 0.01 -0.0002
H 0.07311 3.08985 1.63565 0.00 0.00 -0.01 0.0003
H 1.37071 2.70705 -1.11298 0.00 0.00 0.00 0.0009
H 0.41352 4.25783 -2.76256 0.00 0.00 0.00 -0.0004
H -2.00776 4.12639 -3.31740 0.00 0.00 0.00 0.0011
H -3.43643 2.51526 -2.13012 -0.01 -0.01 0.00 -0.0002
H -3.42363 2.05146 1.25936 0.00 0.00 -0.01 0.0000
H -1.85228 1.29518 1.62116 -0.02 -0.01 0.00 -0.0028
H -3.33107 0.32604 1.68515 0.02 0.06 -0.02 0.0002
H -4.69354 1.16598 -0.75516 0.01 0.00 0.00 0.0001
H -4.27896 -0.51462 -0.34752 0.00 0.02 0.02 0.0005
H -3.78289 0.16444 -1.90319 0.02 -0.02 0.03 -0.0001
N -0.02640 -1.17748 2.23215 0.22 -0.54 -0.39 -0.0273
N -1.38130 -1.43270 2.50427 -0.10 -0.11 -0.05 0.0032
C -2.13759 -1.94472 1.43151 -0.04 0.15 -0.35 -0.0025
O -3.25364 -2.35894 1.64809 -0.13 -0.11 0.08 0.0057
O -1.56911 -1.86784 0.26175 -0.37 0.14 0.18 0.0073
H 0.56593 -1.97780 2.43926 0.00 -0.09 0.30 0.0013
H 0.27496 -0.36332 2.75941 0.08 -0.02 -0.21 0.0005
H -1.59162 -1.86309 3.39271 0.01 0.00 0.00 -0.0004
N -0.06751 -1.09272 -1.77175 -0.61 0.45 -0.48 -0.0382
C -0.61756 -2.30985 -2.38895 -0.17 -0.01 -0.16 0.0025
C 0.44598 -3.37255 -2.34652 0.06 -0.25 -0.10 0.0013
C 0.75092 -3.82810 -0.92880 -0.06 0.03 0.32 -0.0026
O 0.91638 -5.00400 -0.68320 0.12 -0.03 -0.03 0.0021
O 0.87917 -2.88874 -0.02253 -0.67 -0.55 -0.01 0.0133
H -0.75731 -0.34793 -1.78932 -0.21 0.11 -0.38 0.0008
H 0.72256 -0.76095 -2.32027 -0.04 -0.03 0.16 0.0002
H -0.92952 -2.10196 -3.41538 0.05 0.02 -0.02 -0.0008
H -1.49388 -2.61067 -1.81671 0.04 0.07 -0.04 -0.0002
H 1.36639 -2.96979 -2.78484 0.07 -0.08 -0.02 0.0000
H 0.16267 -4.24516 -2.93186 0.00 0.01 0.03 0.0003
```
Forces are in eV/Å.

As for the spin multiplicity: 2. As for the total charge: 0. Its electronic energy is -72729.6838 eV. As for the highest occupied orbital energy (spin up / spin down): -7.4 / -7.6 eV. For the HOMO-LUMO gap (spin up / spin down), the calculation gives 7.7498 / 7.6797 eV.



# 2
Here is a molecular structure, C10H16B2BeCl2F8N4 at a distorted geometry from OMol25. Energies are from ωB97M-V with the def2-TZVPD basis set.

Structure (XYZ):
```
43
Properties=species:S:1:pos:R:3:forces:R:3:nbo_charge:R:1
Be -1.61917 16.31905 24.25878 -2.68 -0.80 -0.51 1.7523
B -3.70254 17.23802 23.80680 -5.17 1.78 -1.39 1.2920
F -2.83165 16.96695 22.76748 3.05 -0.14 0.08 -0.5421
F -4.57975 16.16945 23.87945 -0.08 0.13 0.05 -0.5408
F -2.97352 17.37336 24.99678 0.05 1.87 -3.75 -0.5553
F -4.42478 18.38944 23.48391 0.84 -0.38 0.64 -0.5303
B -2.19708 15.50095 26.38223 -3.76 1.69 3.32 1.3217
F -3.49994 15.55193 25.90970 1.25 -0.52 -0.33 -0.5451
F -2.28956 15.22832 27.70923 -0.67 -0.50 1.21 -0.5371
F -1.40795 14.68738 25.76662 2.44 -0.78 -2.44 -0.5364
F -1.63898 16.77304 26.24676 0.92 0.18 -2.75 -0.5629
C -2.97379 18.08173 28.41184 -0.14 0.63 1.64 -0.7261
C -3.59431 17.59393 29.68976 -0.38 -1.49 0.53 0.2794
N -4.09394 17.12161 30.63285 1.33 1.41 -1.62 -0.3219
H -2.50563 19.00719 28.74717 -0.09 0.42 -0.50 0.2537
H -3.74258 18.28059 27.66517 0.10 -0.01 0.05 0.2570
H -2.14791 17.49478 28.00995 -0.85 -0.06 0.75 0.2492
C -4.10839 13.60597 24.68439 -0.30 -2.06 -0.68 -0.8076
C -2.95910 14.17002 23.96104 1.15 1.59 -2.26 0.5983
N -2.04079 14.65281 23.37045 -2.48 -0.23 2.94 -0.6618
H -3.95448 13.54912 25.76197 0.19 -0.26 -0.83 0.2947
H -4.28887 12.60291 24.29788 0.76 -0.55 0.02 0.2894
H -5.13383 13.94777 24.54384 0.58 1.34 -0.40 0.3201
C -1.04818 12.38826 25.90114 0.90 -1.12 0.87 -0.7131
C -1.10511 11.93722 24.52738 0.19 -0.65 -2.38 0.2757
N -1.14787 11.52316 23.43773 -0.02 0.82 2.07 -0.3238
H -2.04205 12.66258 26.25483 0.29 -0.61 0.11 0.2258
H -0.36963 13.21168 26.12392 0.11 -0.65 -0.60 0.2707
H -0.60173 11.55991 26.45127 -0.53 -0.27 0.30 0.2649
C -0.15890 16.25800 27.81918 4.35 -0.51 1.46 -0.7845
C 1.11620 15.79576 27.27691 3.00 -0.67 -1.16 0.2840
N 2.14780 15.43481 26.84968 -2.48 0.74 0.81 -0.3691
H 0.12322 16.52358 28.83800 -0.47 0.33 0.18 0.2622
H -0.76109 15.34983 27.84565 1.11 1.14 0.48 0.2822
H -0.48102 17.06994 27.16721 1.21 -0.27 2.07 0.2802
Cl -5.91904 15.41173 29.15710 0.09 -1.03 -1.25 -0.0571
C -4.80940 14.92849 27.78118 -0.25 1.93 1.03 -0.3791
C -4.05905 13.64277 27.99155 0.49 0.34 0.27 -0.4230
Cl -5.04067 12.27262 27.70370 -1.37 -1.84 -0.36 -0.0327
H -4.09843 15.74896 27.68379 -0.80 -0.36 1.37 0.2294
H -5.24357 15.08626 26.79392 -1.11 -0.97 0.54 0.2293
H -3.61043 13.47363 28.97044 -0.20 0.68 0.09 0.2504
H -3.21838 13.59256 27.29956 -0.56 -0.25 0.33 0.1872
```
Forces are in eV/Å.

As for the spin multiplicity: 1. As for the total charge: 0. Its electronic energy is -65132.2440 eV. As for the highest occupied orbital energy: -10.2 eV. For the HOMO-LUMO gap, the calculation gives 6.9351 eV.



# 3
Here is a molecular structure, C42H43ClIN6OP2Ru from OMol25. Energies are from ωB97M-V with the def2-TZVPD basis set.

Structure (XYZ):
```
97
Properties=species:S:1:pos:R:3:forces:R:3:mulliken_spin:R:1
Ru -0.01720 -0.41790 0.70760 -0.18 0.24 -0.62 -0.0016
C -2.96403 4.43726 -0.03970 0.03 0.02 0.00 -0.0001
C -2.63049 3.48902 -1.16460 -0.13 -0.02 0.01 0.0002
C -2.94589 3.89681 -2.46423 0.00 0.03 0.11 0.0000
C -2.78543 3.06704 -3.55860 0.01 -0.09 -0.06 0.0000
C -2.30648 1.77801 -3.37264 -0.02 0.05 -0.06 0.0001
C -1.95855 1.36474 -2.09879 0.07 0.19 -0.01 -0.0001
C -2.09392 2.20397 -0.98630 0.09 -0.07 -0.08 -0.0002
P -1.59195 1.34681 0.56755 -0.17 -0.22 0.05 0.0006
C -1.36173 2.63940 1.85806 0.01 -0.11 0.05 -0.0002
C -2.19639 2.66343 2.97418 -0.01 0.00 0.04 0.0000
C -1.97230 3.54602 4.02224 0.00 -0.01 0.00 0.0000
C -0.89704 4.41722 3.96887 0.01 -0.01 -0.01 0.0000
C -0.05027 4.38874 2.87007 -0.01 0.03 0.03 -0.0001
C -0.25987 3.50776 1.81591 0.04 0.06 -0.11 0.0001
C 0.69187 3.50827 0.65112 -0.09 0.09 0.02 0.0000
C -3.14701 0.53032 1.05260 0.10 0.04 0.06 0.0009
C -4.42334 1.02792 0.79998 0.02 0.08 -0.03 -0.0001
C -5.53806 0.31544 1.20273 -0.04 0.00 -0.01 -0.0001
C -5.37027 -0.89727 1.86368 -0.04 -0.02 0.02 0.0009
C -4.10064 -1.38931 2.11457 -0.01 -0.03 0.01 -0.0060
C -2.96048 -0.68709 1.71097 0.06 0.04 -0.08 -0.0070
C -1.56930 -1.24201 1.92701 0.05 -0.22 -0.05 0.0157
H -3.55786 5.26535 -0.42533 -0.02 -0.01 0.01 -0.0001
H -2.07884 4.85911 0.43473 0.06 0.00 0.01 0.0001
H -3.53755 3.94581 0.74716 0.03 0.02 -0.01 0.0000
H -3.35531 4.89045 -2.60784 0.01 -0.01 0.01 0.0000
H -3.05588 3.41898 -4.54694 0.01 -0.02 0.02 0.0000
H -2.20459 1.09656 -4.20960 -0.01 0.03 0.02 0.0000
H -1.56715 0.36790 -1.95056 0.02 -0.11 0.04 -0.0002
H -3.03796 1.98437 3.03010 0.01 0.01 -0.02 0.0000
H -2.63975 3.54724 4.87488 0.02 0.00 -0.01 0.0000
H -0.71060 5.11135 4.77901 -0.01 -0.01 -0.02 0.0000
H 0.79769 5.06296 2.82827 -0.01 0.00 0.00 0.0000
H 1.42140 4.31197 0.74549 0.01 0.01 0.01 0.0000
H 0.15946 3.63628 -0.29502 0.00 0.01 0.00 0.0000
H 1.22237 2.55507 0.60277 0.00 -0.01 0.02 0.0001
H -4.54081 1.96636 0.26748 -0.02 -0.06 0.01 0.0001
H -6.53189 0.69085 0.99505 0.01 0.00 -0.01 0.0000
H -6.23904 -1.46575 2.17333 0.01 0.00 0.00 0.0002
H -3.97429 -2.34254 2.61661 -0.01 0.00 0.00 -0.0003
H -1.61991 -2.32225 1.73115 0.01 0.07 0.02 -0.0047
H -1.35614 -1.16654 3.00338 0.06 -0.02 -0.08 -0.0002
I 1.07619 0.45829 2.87586 0.20 0.17 -0.06 -0.0003
C 2.71046 -0.82949 2.68170 -0.07 -0.12 -0.12 -0.0040
C 3.86686 -0.61455 3.36519 0.06 0.04 0.04 -0.0003
C 4.91981 -1.54922 3.22889 0.04 0.20 0.16 0.0010
C 4.74589 -2.66109 2.46737 -0.01 -0.19 -0.11 -0.0012
C 3.53109 -2.89924 1.77042 0.06 -0.06 0.01 0.0003
C 3.33375 -4.08888 1.03117 0.02 -0.02 0.04 0.0055
C 2.13059 -4.29663 0.42198 0.03 -0.07 -0.03 -0.0511
C 1.12853 -3.30434 0.43928 -0.09 0.16 -0.03 0.0703
C 1.26892 -2.07333 1.05690 -0.06 -0.11 0.10 -0.0011
C 2.48559 -1.93873 1.82240 -0.08 0.10 0.09 0.0006
H 3.98220 0.24977 4.00698 0.00 -0.02 0.00 -0.0001
H 5.85192 -1.38521 3.75553 -0.03 0.01 0.00 0.0002
H 5.53724 -3.39968 2.39438 -0.03 0.02 -0.02 -0.0001
H 4.12260 -4.83154 0.99683 0.00 0.02 -0.01 -0.0004
H 1.94391 -5.22274 -0.11038 -0.01 0.01 0.00 0.0042
H 0.22502 -3.52943 -0.10927 -0.12 0.04 -0.09 -0.0051
C 4.23197 -0.79608 -2.39513 -0.07 -0.03 0.01 0.0000
N 2.86651 -0.98052 -3.04167 -0.06 0.05 0.17 0.0004
C 2.55822 0.23197 -3.90448 0.01 -0.06 0.10 0.0000
N 2.63709 1.42845 -3.13627 -0.02 0.09 -0.03 0.0000
C 3.96032 1.54904 -2.53536 0.01 -0.03 0.02 0.0000
N 4.29402 0.42735 -1.66002 -0.06 0.06 -0.05 0.0000
C 3.45732 0.41964 -0.44235 0.01 0.02 -0.12 -0.0002
P 1.65098 0.23910 -0.82259 -0.24 -0.14 0.46 0.0017
C 1.81406 -1.15077 -1.99130 0.15 0.00 -0.08 -0.0072
C 1.55993 1.54682 -2.13582 0.10 0.02 -0.04 0.0000
H 4.96258 -0.79192 -3.20458 0.02 0.01 0.00 0.0000
H 4.39349 -1.65419 -1.74330 0.00 -0.01 0.00 0.0000
H 2.82481 -1.82287 -3.62440 -0.05 -0.13 -0.06 0.0000
H 1.56217 0.07659 -4.31396 -0.03 0.00 -0.01 0.0000
H 3.29611 0.24210 -4.70664 0.03 0.00 -0.02 0.0000
H 4.00639 2.47083 -1.95786 -0.01 0.02 0.01 0.0000
H 4.70078 1.59966 -3.33658 0.02 0.00 -0.01 0.0000
H 3.64020 1.33922 0.11768 0.02 0.01 -0.02 0.0000
H 3.76078 -0.40814 0.19720 0.05 -0.05 0.03 0.0002
H 0.86021 -1.24510 -2.48927 0.01 0.01 -0.02 -0.0008
H 2.00193 -2.08129 -1.45375 0.02 0.08 -0.06 0.0017
H 1.60945 2.54188 -1.69494 0.01 0.01 0.00 0.0000
H 0.59450 1.46942 -2.63756 -0.03 0.01 0.00 0.0000
N -2.76006 -2.62691 -0.91233 0.22 -0.15 0.00 -0.0019
C -1.56140 -2.44326 -1.51565 -0.43 -0.01 0.21 -0.0018
O -0.84907 -1.44880 -1.20091 0.37 -0.03 0.25 -0.0048
C -1.19933 -3.37952 -2.53379 -0.02 -0.02 -0.07 -0.0011
C -2.07680 -4.44956 -2.82887 -0.15 -0.12 -0.11 0.0016
N -2.84085 -5.29400 -3.02836 0.12 0.10 0.07 -0.0002
C -0.04463 -3.23365 -3.31851 0.08 -0.02 -0.10 0.0003
N 0.90479 -3.10670 -3.97337 0.02 0.10 0.11 0.0001
H -2.96382 -2.08835 -0.08852 -0.03 0.12 0.04 0.0003
H -3.27619 -3.47931 -1.05990 0.00 0.03 -0.03 -0.0020
Cl -2.64070 -5.22864 2.32002 0.07 0.02 0.01 0.1073
C -0.97989 -4.98679 2.58883 -0.11 -0.13 -0.02 0.7502
H -0.57797 -4.02204 2.34177 0.08 0.06 0.04 0.1320
H -0.38301 -5.85577 2.81092 -0.04 0.03 0.00 0.0078
```
Forces are in eV/Å.

As for the energy above the lowest of the compared OMol25 structures with the same formula, charge and spin: 0.266 eV. As for the spin multiplicity: 2. As for the total charge: 0. Its electronic energy is -97021.7649 eV. As for the highest occupied orbital energy (spin up / spin down): -7.3 / -7.3 eV. For the HOMO-LUMO gap (spin up / spin down), the calculation gives 7.3710 / 7.3760 eV.



# 4
Here is a single C7H6N2O2 molecule at a distorted geometry from OMol25. Energies are from ωB97M-V with the def2-TZVPD basis set.

Structure (XYZ):
```
17
Properties=species:S:1:pos:R:3:forces:R:3:nbo_charge:R:1
C 0.67816 2.07499 0.10938 1.46 1.86 -0.75 -0.6501
C -0.06264 0.74439 -0.23125 1.20 2.09 2.03 0.0983
C -1.46574 0.46508 -0.17058 -2.09 -1.33 -0.09 -0.4021
C -1.93098 -0.90486 -0.14933 2.47 2.41 0.87 0.6793
O -3.15285 -1.35148 0.23066 3.05 -1.82 -0.56 -0.6431
O -0.95944 -1.88445 -0.22012 -4.71 0.64 0.34 -0.3831
C 0.30628 -1.58092 -0.17414 3.03 -3.01 1.37 0.4611
N 1.21543 -2.61347 0.09716 -2.62 3.84 -1.81 -0.3169
N 2.37804 -1.93139 0.05414 1.57 1.34 0.81 -0.2141
C 2.29474 -0.59874 0.00295 -1.71 -1.39 -0.64 -0.0997
C 0.83134 -0.25194 -0.16524 2.21 -3.46 -0.61 -0.2073
H 1.80414 1.98863 0.66011 -3.33 -0.39 -1.74 0.2493
H 0.87053 2.69905 -0.88045 -0.45 -1.22 2.01 0.2382
H 0.10255 2.72309 0.80064 0.10 -0.35 -0.54 0.2267
H -2.25912 1.26264 -0.01982 1.32 -1.02 -0.30 0.2366
H -3.88495 -0.78534 0.11830 -0.91 1.54 -0.48 0.5101
H 3.23450 -0.05527 -0.06241 -0.58 0.26 0.08 0.2170
```
Forces are in eV/Å.

As for the energy above the lowest of the compared OMol25 structures with the same formula, charge and spin: 4.724 eV. As for the spin multiplicity: 1. As for the total charge: 0. Its electronic energy is -14427.4065 eV. The SMILES is Cc1cc(O)oc2nncc1-2. As for the highest occupied orbital energy: -8.4 eV. For the HOMO-LUMO gap, the calculation gives 7.8401 eV.



# 5
Here is 2 unconnected molecules or ions with the total composition C5H14N2O at a distorted geometry from OMol25. Energies are from ωB97M-V with the def2-TZVPD basis set.

Structure (XYZ):
```
22
Properties=species:S:1:pos:R:3:forces:R:3:nbo_charge:R:1
C -1.58850 0.38396 0.25924 -1.92 -0.26 -0.92 0.5831
C 1.59257 -1.14355 -0.09537 0.13 2.56 2.02 -0.3466
C 1.26878 0.28999 0.94508 1.54 -2.33 -1.48 -0.6488
C -2.14329 0.42841 1.64505 0.21 0.10 -0.09 -0.6842
C 2.07310 -0.78319 -1.48350 -0.06 0.04 -0.18 -0.6264
N -1.05201 -1.08157 -1.49807 -0.04 -0.59 -1.49 -0.5895
N -1.62749 1.52928 -0.51105 0.44 -1.77 0.81 -0.8336
O -1.50240 -0.79408 -0.25555 0.52 1.79 1.47 -0.2422
H -1.01490 -0.21437 -2.04594 -0.20 0.13 0.22 0.2408
H -1.20383 1.49552 -1.42971 -0.18 0.49 0.31 0.4140
H -1.92844 2.36587 -0.03562 0.35 0.02 -0.48 0.4118
H 0.90752 -1.98379 -0.07073 -0.69 0.54 -0.06 0.2226
H 2.42629 -1.47712 0.52183 0.31 -0.08 -0.18 0.1823
H -3.17297 0.79112 1.63817 -0.01 0.13 -0.05 0.2272
H 0.62562 1.15367 0.79471 -0.64 -0.60 -0.58 0.1924
H 2.25483 0.75155 0.88681 0.22 -0.10 0.22 0.1985
H 1.15884 -0.12230 1.94374 -0.19 0.12 0.13 0.2002
H -2.15780 -0.57228 2.06242 0.14 -0.07 0.01 0.2527
H -1.54103 1.08085 2.27813 -0.03 -0.01 0.06 0.2274
H 2.66239 -1.60530 -1.89658 -0.02 -0.02 -0.03 0.2077
H 1.24792 -0.59302 -2.17326 0.07 -0.09 0.19 0.2185
H 2.71481 0.10035 -1.47980 0.05 -0.01 0.11 0.1922
```
Forces are in eV/Å.

As for the energy above the lowest of the compared OMol25 structures with the same formula, charge and spin: 6.158 eV. As for the spin multiplicity: 1. As for the total charge: 0. Its electronic energy is -10434.8696 eV. As for the highest occupied orbital energy (spin up / spin down): -7.0 / -7.0 eV. For the HOMO-LUMO gap (spin up / spin down), the calculation gives 7.6554 / 7.6567 eV.



- Which value of electronic energy does entry 1 give?
  -72729.6838 eV